Entry 1:
Density functional theory data (the ωB97M-V functional and the def2-TZVPD basis) for a structure of composition C22H29F15KO12 in a non-equilibrium geometry.

XYZ file:
```
79
C22H29F15KO12 the ωB97M-V functional and the def2-TZVPD basis
K 15.464 -14.577 27.367
O 14.407 -16.711 28.915
C 13.121 -17.292 29.069
C 12.295 -17.383 30.415
O 12.749 -18.209 31.470
H 13.201 -18.348 28.814
H 12.473 -16.843 28.316
H 11.297 -17.687 30.097
H 12.152 -16.374 30.803
C 16.846 -11.677 21.762
C 16.696 -12.163 23.170
O 17.189 -11.218 24.152
C 17.069 -11.348 25.437
O 16.717 -12.401 25.962
C 17.587 -10.208 26.228
F 16.773 -10.085 27.334
F 18.810 -10.449 26.640
F 17.587 -9.084 25.571
H 17.814 -11.286 21.450
H 16.058 -10.958 21.539
H 16.684 -12.499 21.064
H 17.296 -13.065 23.295
H 15.656 -12.437 23.345
C 11.485 -13.789 32.218
C 12.174 -13.649 30.813
O 12.582 -12.344 30.578
C 13.539 -12.108 29.783
O 13.969 -12.812 28.885
C 14.010 -10.650 29.831
F 15.331 -10.626 30.274
F 14.000 -10.085 28.673
F 13.321 -9.888 30.660
H 12.027 -13.424 33.090
H 11.349 -14.858 32.383
H 10.575 -13.193 32.292
H 11.456 -13.910 30.035
H 13.034 -14.317 30.762
C 9.770 -15.276 28.056
C 10.912 -14.626 27.379
O 10.957 -15.157 26.059
C 12.094 -14.980 25.333
O 13.162 -14.384 25.620
C 11.907 -15.648 23.941
F 12.260 -14.740 22.975
F 12.733 -16.712 23.804
F 10.661 -15.981 23.626
H 9.833 -16.361 27.985
H 8.771 -14.882 27.870
H 9.894 -15.048 29.115
H 11.921 -14.861 27.719
H 10.869 -13.538 27.354
C 15.236 -14.091 32.414
C 16.226 -14.562 31.336
O 17.278 -13.620 31.247
C 17.552 -12.992 30.066
O 17.094 -13.207 28.933
C 18.742 -12.034 30.185
F 18.288 -10.811 29.998
F 19.371 -12.167 31.382
F 19.536 -12.361 29.189
H 14.548 -13.368 31.975
H 15.717 -13.746 33.329
H 14.525 -14.852 32.735
H 15.583 -14.609 30.458
H 16.632 -15.526 31.642
C 15.801 -19.923 25.725
C 15.588 -18.395 25.858
O 15.366 -17.948 24.575
C 15.920 -16.709 24.167
O 16.373 -15.885 24.948
C 15.875 -16.373 22.646
F 17.067 -15.991 22.241
F 15.600 -17.423 21.933
F 14.976 -15.427 22.423
H 14.982 -20.430 25.215
H 15.875 -20.395 26.705
H 16.740 -20.188 25.238
H 16.482 -18.026 26.361
H 14.749 -18.044 26.459
```

Output
- Charge: -1
- ΔE to the lowest compared entry with this formula, charge and spin: 86.0 kJ/mol
- Orbital gap: 0.124 Ha

Here are the Löwdin charges for atoms 1 to 4, given in e: number 1, K, carries 0.778; number 2, O, carries -0.455; number 3, C, carries -0.435; number 4, C, carries -0.483

=====

Entry 2:
Density functional theory data (the ωB97M-V functional and the def2-TZVPD basis) for a cluster of 3 separate species, C22H29F16NO7Si in total.

XYZ file:
```
76
C22H29F16NO7Si the ωB97M-V functional and the def2-TZVPD basis
C 7.609 0.161 1.684
C 7.388 -1.356 1.633
O 8.580 -2.083 1.941
C 6.969 -1.837 0.259
N 6.459 -3.201 0.297
C 5.436 -3.471 -0.689
C 4.064 -2.892 -0.297
O 4.000 -2.694 1.124
C 2.779 -2.619 1.649
C 1.817 -1.689 1.547
Si 1.947 -0.045 0.612
C 1.614 -0.291 -1.221
C 0.791 1.224 1.333
C 3.706 0.536 0.900
C 0.701 -2.215 2.380
O -0.433 -1.866 2.471
O 1.125 -3.338 3.087
C 2.342 -3.722 2.578
O 2.875 -4.747 2.845
H 6.976 0.637 2.434
H 8.650 0.374 1.932
H 7.402 0.632 0.721
H 6.596 -1.654 2.329
H 8.835 -1.895 2.848
H 7.834 -1.738 -0.412
H 6.176 -1.181 -0.107
H 7.214 -3.864 0.203
H 5.684 -3.033 -1.670
H 5.348 -4.549 -0.819
H 3.267 -3.582 -0.587
H 3.882 -1.940 -0.806
H 2.426 0.155 -1.800
H 1.532 -1.341 -1.505
H 0.688 0.212 -1.507
H 0.995 2.191 0.867
H -0.244 0.956 1.136
H 0.931 1.314 2.411
H 3.961 1.365 0.238
H 3.805 0.862 1.939
H 4.432 -0.264 0.755
C -3.523 -1.252 0.970
C -3.544 0.124 1.642
C -4.282 0.259 2.976
F -5.597 0.006 2.811
F -4.148 1.530 3.416
F -4.007 1.053 0.776
F -2.244 0.406 1.923
O -4.439 -1.438 -0.092
C -5.698 -1.911 0.105
C -6.736 -0.946 -0.488
F -6.622 0.271 0.093
F -7.973 -1.423 -0.241
F -5.953 -2.180 1.394
F -5.830 -3.072 -0.585
H -2.547 -1.315 0.492
H -3.569 -2.052 1.709
H -3.862 -0.423 3.718
H -6.583 -0.852 -1.565
C -5.807 3.668 -2.712
C -5.318 2.315 -3.237
C -4.349 1.537 -2.348
F -3.193 2.216 -2.190
F -4.069 0.353 -2.942
F -4.818 2.439 -4.480
F -6.434 1.519 -3.305
O -5.144 4.796 -3.239
C -4.060 5.342 -2.623
C -2.846 5.372 -3.564
F -2.527 4.121 -3.948
F -1.794 5.899 -2.900
F -3.763 4.729 -1.466
F -4.349 6.636 -2.336
H -6.832 3.754 -3.069
H -5.833 3.677 -1.622
H -4.795 1.344 -1.369
H -3.070 5.981 -4.441
```

Output
- SMILES: C[C@H](O)CNCCOC1=C([Si](C)(C)C)C(=O)OC1=O.FC(F)C(F)(F)COC(F)(F)C(F)F.FC(F)C(F)(F)COC(F)(F)C(F)F
- Orbital gap: 0.308 Ha

Here are the Löwdin charges for atoms 1 to 4, given in e: number 1, C, carries -0.039; number 2, C, carries -0.425; number 3, O, carries -0.042; number 4, C, carries -0.193

=====

Entry 3:
Density functional theory data (the ωB97M-V functional and the def2-TZVPD basis) for a structure of composition C22H29F4N4OPt in a non-equilibrium geometry.

XYZ file:
```
61
C22H29F4N4OPt the ωB97M-V functional and the def2-TZVPD basis
Pt -0.171 -0.842 0.696
C -2.712 -0.231 0.676
C -2.324 0.513 1.951
N -0.971 0.015 2.371
C -1.225 -1.061 3.413
C -0.066 -1.967 3.782
C -0.001 1.040 2.849
C 1.443 0.605 2.539
N 1.500 0.177 1.108
C 2.523 0.403 0.338
C 2.404 0.438 -1.126
F 1.222 0.411 -1.660
C 3.491 0.675 -1.923
F 3.333 0.753 -3.216
C 4.759 0.857 -1.360
C 4.940 0.836 0.032
F 6.132 0.973 0.533
C 3.875 0.636 0.867
F 4.078 0.501 2.147
H -3.733 0.019 0.378
H -2.689 -1.333 0.737
H -2.109 0.160 -0.167
H -3.028 0.341 2.763
H -2.277 1.585 1.767
H -2.062 -1.649 3.036
H -1.583 -0.530 4.299
H 0.357 -2.493 2.922
H -0.455 -2.727 4.461
H 0.724 -1.453 4.325
H -0.106 1.194 3.925
H -0.218 1.984 2.348
H 1.764 -0.244 3.143
H 2.118 1.438 2.716
H 5.614 1.032 -2.009
C 6.850 -5.486 -0.548
C 6.066 -4.358 0.100
N 4.652 -4.319 -0.313
C 3.814 -5.491 -0.023
C 3.560 -6.384 -1.228
C 4.196 -3.252 -0.943
O 4.844 -2.253 -1.269
C 2.730 -3.134 -1.294
C 2.256 -3.308 -2.594
C 0.951 -2.943 -2.891
C 0.191 -2.314 -1.920
N 0.667 -2.105 -0.686
C 1.893 -2.558 -0.365
H 7.865 -5.476 -0.156
H 6.903 -5.353 -1.629
H 6.431 -6.467 -0.329
H 6.497 -3.392 -0.154
H 6.075 -4.469 1.188
H 2.870 -5.153 0.412
H 4.336 -6.050 0.751
H 3.017 -5.863 -2.017
H 2.962 -7.243 -0.925
H 4.494 -6.754 -1.646
H 2.907 -3.706 -3.362
H 0.542 -3.081 -3.882
H -0.803 -1.942 -2.135
H 2.238 -2.366 0.645
```

Output
- Charge: +3
- ΔE to the lowest compared entry with this formula, charge and spin: 7.0 kJ/mol
- Orbital gap (spin up / spin down): 0.206 / 0.111 Ha

Here are the natural (NBO) charges for atoms 1 to 4, given in e: number 1, Pt, carries 1.017; number 2, C, carries -0.710; number 3, C, carries -0.229; number 4, N, carries -0.387